The following is a DFT calculation (ωB97M-V/def2-TZVPD) of a structure of composition C2H8N4S at a distorted geometry.

Positions of all 15 atoms, in Å:
C 0.62 2.41 -1.14
C -0.37 -0.50 0.13
H 1.13 2.73 -1.88
H -0.34 2.99 -1.07
H 1.10 2.45 -0.08
H 1.04 0.57 -2.30
H -1.42 -0.20 -1.71
H 1.50 -0.11 -0.56
H 0.97 -0.19 2.23
H 1.98 -1.67 1.94
N 0.26 1.00 -1.73
N -0.66 0.19 -1.16
N 0.94 -0.55 0.26
N 1.67 -0.49 1.51
S -1.43 -1.19 1.08

The value obtained for the highest occupied orbital energy is -0.3083 Ha. Its energy relative to the best compared isomer or geometry (same formula, charge and spin) is 2.916 eV. As for the spin multiplicity: 1.

The following is a DFT calculation (ωB97M-V/def2-TZVPD) of a structure of composition C21H43Cl2CuN6O7Pd at a distorted geometry.

Positions of all 81 atoms, in Å:
C -4.19 -2.75 0.27
C -3.97 -1.27 -0.06
N -4.29 -0.38 1.07
C -5.37 -0.47 1.90
C -5.37 0.63 2.67
N -4.27 1.36 2.33
C -3.59 0.70 1.41
C -4.03 2.73 2.85
H -3.72 -3.30 -0.54
H -5.25 -2.95 0.29
H -3.68 -2.99 1.20
H -4.59 -0.92 -0.89
H -2.96 -1.01 -0.41
H -6.10 -1.26 1.82
H -6.00 0.89 3.49
H -2.66 0.91 0.91
H -3.68 3.41 2.08
H -3.33 2.70 3.68
H -5.01 3.08 3.17
Cu 0.10 -1.52 2.63
Pd 3.46 0.99 1.32
C 1.04 -0.01 0.80
O -0.16 -0.36 0.68
O 1.74 0.66 -0.06
O 1.67 -0.25 1.93
Cl -1.16 3.52 0.52
C -1.16 3.96 -1.22
C 0.26 3.89 -1.71
Cl 0.25 4.14 -3.50
H -1.55 4.97 -1.30
H -1.85 3.29 -1.72
H 0.75 2.93 -1.53
H 0.94 4.64 -1.32
C -0.12 -4.35 0.70
O -0.08 -3.33 1.37
N -0.05 -4.40 -0.62
C -0.34 -3.22 -1.41
C -0.09 -5.67 -1.32
H -0.15 -5.36 1.13
H -0.19 -2.30 -0.84
H -1.36 -3.29 -1.82
H 0.26 -3.12 -2.33
H 0.81 -5.78 -1.92
H -0.12 -6.48 -0.58
H -0.98 -5.76 -1.94
C -0.15 0.46 -2.74
O -1.25 0.11 -3.03
N 0.95 0.18 -3.58
C 0.69 -0.21 -4.95
C 2.15 0.96 -3.32
H 0.12 0.96 -1.80
H -0.20 -0.82 -4.99
H 1.58 -0.72 -5.32
H 0.60 0.71 -5.55
H 2.04 2.04 -3.46
H 2.57 0.67 -2.36
H 2.86 0.60 -4.06
C 1.65 3.01 3.28
O 2.54 2.20 2.96
N 1.81 4.30 3.39
C 0.63 5.17 3.60
C 3.00 4.99 2.93
H 0.65 2.65 3.56
H 1.01 6.16 3.85
H 0.03 4.80 4.42
H 0.16 5.32 2.63
H 2.76 5.66 2.10
H 3.41 5.58 3.75
H 3.78 4.32 2.57
C 4.57 -2.19 0.50
O 4.47 -0.96 0.58
N 4.07 -2.92 -0.50
C 4.01 -4.38 -0.48
C 3.32 -2.24 -1.52
H 5.00 -2.83 1.28
H 3.13 -4.75 -1.00
H 3.96 -4.74 0.55
H 4.91 -4.81 -0.91
H 2.34 -1.87 -1.21
H 3.84 -1.39 -1.97
H 3.15 -2.92 -2.36

The value obtained for the highest occupied orbital energy (spin up / spin down) is -0.6040 / -0.6012 Ha. The charge is +3. As for the expectation value of S²: 3.773. As for the spin multiplicity: 4.

The following is a DFT calculation (ωB97M-V/def2-TZVPD) of a cluster of 2 separate species, C4H6ClN in total at a distorted geometry.

Positions of all 12 atoms, in Å:
C -1.85 0.09 -0.56
C 1.41 1.63 -0.17
C -1.27 -1.08 0.20
C 2.68 1.42 0.21
N 0.28 1.83 -0.42
Cl -2.88 1.24 0.08
H -1.40 -2.07 -0.08
H -1.69 -0.87 1.24
H -0.26 -0.80 0.16
H 2.88 1.09 1.24
H -1.66 0.36 -1.61
H 3.42 1.24 -0.59

The value obtained for the highest occupied orbital energy (spin up / spin down) is -0.2583 / -0.3846 Ha. As for the expectation value of S²: 2.026. Its energy relative to the best compared isomer or geometry (same formula, charge and spin) is 0.000 eV. As for the spin multiplicity: 3.

The following is a DFT calculation (ωB97M-V/def2-TZVPD) of a structure of composition C28H44As3CaNO4S at a distorted geometry.

Positions of all 82 atoms, in Å:
Ca 1.42 -0.04 -0.88
C -2.12 -0.60 2.36
As -0.62 -0.53 1.10
C -1.64 -0.50 -0.61
C -1.02 -3.18 1.21
C -1.01 -4.41 0.31
C -1.29 -5.74 1.04
C 0.37 -4.57 -0.36
As 1.04 -3.03 -1.40
C 0.25 -3.35 -3.17
C 2.79 -3.81 -1.83
C -2.06 -4.24 -0.78
As -3.91 -4.02 -0.17
C -4.60 -3.43 -1.92
C -4.54 -5.88 -0.37
H -2.86 -1.29 1.94
H -2.54 0.39 2.50
H -1.78 -1.01 3.31
H -2.49 -1.18 -0.48
H -1.09 -0.84 -1.49
H -1.98 0.53 -0.78
H -1.94 -3.19 1.83
H -0.16 -3.23 1.90
H -0.51 -5.91 1.78
H -1.32 -6.60 0.36
H -2.24 -5.68 1.58
H 0.40 -5.44 -1.03
H 1.12 -4.74 0.42
H 0.23 -4.43 -3.37
H 0.87 -2.83 -3.90
H -0.76 -2.95 -3.23
H 2.64 -4.84 -2.16
H 3.40 -3.79 -0.93
H 3.27 -3.21 -2.60
H -2.06 -5.07 -1.51
H -1.86 -3.32 -1.33
H -4.30 -2.39 -2.09
H -5.69 -3.48 -1.93
H -4.19 -4.05 -2.72
H -4.23 -6.47 0.50
H -4.12 -6.33 -1.27
H -5.63 -5.89 -0.43
O 3.47 -1.15 -4.01
S 2.98 -0.18 -3.05
O 3.35 -0.59 -1.63
O 3.43 1.19 -3.26
O 1.45 -0.19 -3.02
C 3.75 3.00 -0.04
C 2.36 3.59 0.25
C 2.24 3.73 1.77
C 1.38 2.64 -0.43
C 2.22 4.98 -0.36
C 3.25 5.66 -1.00
C 3.06 6.93 -1.52
C 1.83 7.55 -1.41
C 0.78 6.88 -0.78
C 0.98 5.61 -0.28
H 3.83 2.02 0.45
H 4.56 3.63 0.35
H 3.91 2.83 -1.11
H 2.29 2.76 2.26
H 1.32 4.21 2.08
H 3.08 4.34 2.14
H 1.67 2.53 -1.48
H 4.22 5.19 -1.12
H 3.88 7.43 -2.03
H 1.67 8.54 -1.81
H -0.19 7.34 -0.70
H 0.16 5.08 0.18
N 0.36 1.89 -0.05
C -0.32 1.53 1.05
C -0.53 2.33 2.23
C -1.09 3.62 2.11
C -1.41 4.39 3.21
C -1.20 3.89 4.50
C -0.67 2.62 4.64
C -0.34 1.86 3.53
H -1.31 3.99 1.12
H -1.84 5.37 3.06
H -1.45 4.49 5.37
H -0.49 2.21 5.63
H 0.09 0.87 3.69

The value obtained for the highest occupied orbital energy is -0.0137 Ha. The charge is -2. Its energy relative to the best compared isomer or geometry (same formula, charge and spin) is 0.160 eV. As for the spin multiplicity: 1.

The following is a DFT calculation (ωB97M-V/def2-TZVPD) of a cluster of 10 separate species, C60H50F10 in total at a distorted geometry.

Positions of all 120 atoms, in Å:
F 27.39 -4.80 -37.21
C 28.13 -5.47 -36.37
C 28.62 -4.86 -35.19
C 29.35 -5.64 -34.24
C 29.71 -6.93 -34.58
C 29.26 -7.52 -35.74
C 28.47 -6.79 -36.65
H 28.52 -3.81 -34.99
H 29.77 -5.25 -33.33
H 30.45 -7.47 -34.02
H 29.46 -8.58 -35.87
H 28.07 -7.34 -37.49
F 40.15 -13.54 -29.19
C 38.86 -13.20 -29.04
C 37.92 -14.07 -28.51
C 36.61 -13.74 -28.46
C 36.17 -12.51 -28.88
C 37.06 -11.68 -29.50
C 38.39 -12.04 -29.62
H 38.27 -15.04 -28.17
H 35.86 -14.36 -27.97
H 35.13 -12.22 -28.86
H 36.64 -10.74 -29.84
H 39.10 -11.36 -30.05
F 31.89 -8.56 -26.57
C 31.77 -7.48 -25.78
C 31.07 -6.38 -26.26
C 30.91 -5.25 -25.50
C 31.57 -5.23 -24.25
C 32.34 -6.30 -23.78
C 32.41 -7.44 -24.54
H 30.49 -6.40 -27.16
H 30.40 -4.34 -25.79
H 31.59 -4.33 -23.65
H 32.79 -6.29 -22.80
H 33.04 -8.29 -24.31
F 27.45 -7.49 -25.99
C 27.74 -8.41 -26.94
C 26.85 -8.47 -28.01
C 27.09 -9.43 -29.00
C 28.17 -10.25 -28.94
C 29.06 -10.11 -27.89
C 28.87 -9.19 -26.87
H 25.92 -7.93 -28.13
H 26.43 -9.48 -29.86
H 28.22 -11.01 -29.71
H 30.01 -10.62 -27.78
H 29.57 -9.12 -26.05
F 35.75 -7.70 -39.21
C 34.64 -7.19 -38.71
C 34.22 -7.63 -37.49
C 33.09 -7.00 -36.93
C 32.31 -6.07 -37.64
C 32.75 -5.65 -38.89
C 33.87 -6.20 -39.40
H 34.82 -8.35 -36.96
H 32.78 -7.35 -35.95
H 31.42 -5.62 -37.23
H 32.21 -4.93 -39.48
H 34.13 -5.95 -40.42
F 32.74 -4.14 -34.34
C 32.92 -2.87 -34.82
C 33.73 -2.72 -35.95
C 33.88 -1.46 -36.50
C 33.30 -0.34 -35.92
C 32.48 -0.50 -34.77
C 32.25 -1.81 -34.24
H 34.16 -3.59 -36.41
H 34.41 -1.20 -37.41
H 33.45 0.63 -36.38
H 32.03 0.42 -34.43
H 31.66 -1.87 -33.34
F 37.65 -10.01 -36.44
C 37.32 -10.74 -35.35
C 37.98 -11.91 -35.05
C 37.72 -12.70 -34.02
C 36.66 -12.39 -33.17
C 35.92 -11.21 -33.38
C 36.23 -10.40 -34.53
H 38.73 -12.27 -35.75
H 38.43 -13.48 -33.77
H 36.52 -13.04 -32.31
H 35.14 -10.99 -32.67
H 35.69 -9.47 -34.68
F 33.15 -11.15 -26.67
C 32.07 -11.68 -26.03
C 31.40 -12.80 -26.52
C 30.35 -13.44 -25.73
C 30.02 -12.80 -24.50
C 30.60 -11.63 -24.10
C 31.66 -11.09 -24.82
H 31.77 -13.24 -27.43
H 29.82 -14.33 -26.02
H 29.26 -13.32 -23.95
H 30.38 -11.09 -23.19
H 32.21 -10.22 -24.48
F 26.55 -4.40 -32.11
C 27.68 -4.04 -31.43
C 27.96 -2.70 -31.39
C 29.12 -2.22 -30.78
C 29.96 -3.13 -30.14
C 29.63 -4.51 -30.16
C 28.51 -4.95 -30.74
H 27.39 -2.00 -31.98
H 29.27 -1.16 -30.86
H 30.86 -2.86 -29.62
H 30.22 -5.18 -29.54
H 28.26 -5.99 -30.84
F 34.50 -8.10 -33.18
C 33.59 -8.22 -32.24
C 33.72 -9.13 -31.17
C 32.83 -9.18 -30.13
C 31.74 -8.31 -30.17
C 31.62 -7.38 -31.23
C 32.52 -7.33 -32.27
H 34.61 -9.73 -31.12
H 33.01 -9.83 -29.29
H 31.14 -8.29 -29.28
H 30.88 -6.60 -31.16
H 32.44 -6.63 -33.09

The SMILES is Fc1ccccc1.Fc1ccccc1.Fc1ccccc1.Fc1ccccc1.Fc1ccccc1.Fc1ccccc1.Fc1ccccc1.Fc1ccccc1.Fc1ccccc1.Fc1ccccc1. The value obtained for the highest occupied orbital energy is -0.3275 Ha. Its energy relative to the best compared isomer or geometry (same formula, charge and spin) is 1.730 eV. As for the spin multiplicity: 1.

The following is a DFT calculation (ωB97M-V/def2-TZVPD) of an isolated molecule of C4H8N2O.

Positions of all 15 atoms, in Å:
N -2.90 -0.25 0.15
C -1.68 -0.36 0.88
C 1.32 -0.63 -0.92
C 1.42 0.78 -0.37
O 2.60 0.84 0.39
C -0.66 0.45 0.65
N 0.31 1.18 0.52
H -3.16 -1.15 -0.25
H -3.65 0.01 0.79
H -1.52 -1.12 1.64
H 0.40 -0.77 -1.49
H 1.34 -1.35 -0.10
H 1.43 1.51 -1.18
H 2.18 -0.82 -1.58
H 2.57 1.68 0.88

The SMILES is C[C@H](O)N=C=CN. The value obtained for the highest occupied orbital energy is -0.3240 Ha. Its energy relative to the best compared isomer or geometry (same formula, charge and spin) is 2.654 eV. As for the spin multiplicity: 1.